1.
C24H40Cl2HfN5OSi2 as an isolated structure at a distorted geometry. Source: OMol25; level of theory: ωB97M-V/def2-TZVPD.

Output
- Maximum force: 2.6 eV/A
- E_LUMO: -3.9 eV
- Calculated total energy: -2834.737189 a.u.
- Spin multiplicity: 1
- Charge: +1
- HOMO: -0.4247 Ha

Atoms and positions in Å:
Hf1 -0.471 0.015 -0.164
Cl1 -0.904 -3.975 -4.151
Cl2 -1.177 -2.164 -1.879
Si1 2.091 -1.543 1.542
Si2 2.058 1.731 1.445
O1 -0.530 1.515 -1.437
N1 1.195 -0.427 -2.213
N2 -2.434 0.049 -5.372
N3 0.326 3.422 -4.070
N4 1.897 0.679 -2.528
N5 -1.227 0.893 -2.382
C1 0.835 -2.830 0.909
C2 -0.372 2.529 -3.889
C3 -2.489 -1.060 0.811
C4 -2.921 -2.496 0.922
C5 -3.164 2.448 -0.320
C6 -3.916 -0.437 -1.281
C7 1.982 1.855 3.325
C8 -1.474 -0.833 3.209
C9 -1.168 1.381 -3.564
C10 -1.876 0.672 -4.586
C11 2.851 0.435 -3.440
C12 -2.005 -2.911 -3.293
C13 -1.779 2.163 2.551
C14 3.763 -2.064 0.843
C15 3.822 2.109 0.884
C16 -1.991 1.070 1.546
C17 1.531 0.064 0.713
C18 2.784 -0.905 -3.738
C19 -1.859 -0.318 1.854
C20 0.957 3.073 0.661
C21 -2.983 -0.126 -0.147
C22 -2.682 1.180 0.309
C23 1.736 -1.393 -2.949
C24 2.185 -1.558 3.420
H1 3.492 1.217 -3.814
H2 -2.511 3.287 -0.083
H3 -2.489 -2.968 1.802
H4 -2.540 2.073 3.330
H5 2.206 -2.590 3.780
H6 3.105 -1.077 3.759
H7 1.107 1.372 3.765
H8 -4.887 0.020 -1.081
H9 1.366 -2.403 -2.896
H10 -0.805 2.100 3.034
H11 1.649 1.565 -2.118
H12 -1.186 -1.883 3.187
H13 4.533 1.389 1.296
H14 4.130 3.104 1.213
H15 -4.068 -1.510 -1.381
H16 1.972 2.904 3.630
H17 2.161 0.032 -0.183
H18 -0.105 2.819 0.666
H19 4.089 -3.007 1.287
H20 1.350 -1.054 3.906
H21 1.062 4.018 1.201
H22 1.046 -3.823 1.314
H23 -2.837 -3.486 -2.906
H24 -3.229 2.358 -1.405
H25 -3.567 -0.042 -2.235
H26 -0.652 -0.258 3.633
H27 -2.321 -0.735 3.892
H28 0.907 -2.920 -0.179
H29 -2.659 -3.099 0.054
H30 1.246 3.272 -0.374
H31 4.533 -1.318 1.051
H32 -0.202 -2.598 1.180
H33 -4.006 -2.534 1.035
H34 2.864 1.392 3.771
H35 -1.881 3.152 2.107
H36 3.395 -1.458 -4.430
H37 -4.166 2.687 0.044
H38 3.718 -2.203 -0.240
H39 -2.325 -2.111 -3.951
H40 3.915 2.075 -0.204

Cartesian forces, eV/Å:
Hf 0.293 -1.680 -0.573
Cl -0.122 0.135 0.113
Cl 0.091 -0.826 0.093
Si -0.072 -0.098 -0.314
Si 0.128 0.073 -0.183
O 0.242 2.202 -1.265
N -0.023 0.029 0.106
N 0.019 0.030 0.054
N -0.062 -0.040 -0.035
N 0.075 -0.023 -0.054
N -0.073 -0.035 0.028
C 0.236 0.107 0.231
C 0.162 0.180 0.130
C -0.315 0.137 0.436
C 0.165 -0.026 -0.053
C 0.150 -0.057 -0.047
C 0.144 -0.001 0.025
C -0.048 -0.082 -0.219
C 0.134 0.027 -0.098
C 0.089 0.095 0.028
C -0.162 -0.207 -0.132
C 0.053 -0.062 -0.049
C -0.055 -0.065 -0.483
C 0.171 0.029 -0.106
C -0.197 0.122 0.127
C -0.233 -0.085 0.161
C 0.056 -0.269 0.081
C 0.262 0.379 1.331
C 0.025 -0.012 -0.031
C -0.344 0.031 0.139
C 0.225 -0.116 0.203
C -0.445 0.131 0.414
C -0.187 -0.172 0.172
C 0.016 -0.078 0.061
C -0.093 0.068 -0.194
H -0.037 0.025 0.031
H -0.007 0.022 -0.054
H 0.018 -0.025 -0.024
H -0.002 -0.010 -0.001
H 0.017 -0.015 -0.037
H -0.006 0.007 -0.020
H 0.010 0.009 -0.011
H -0.020 -0.038 0.007
H -0.029 0.027 0.042
H -0.014 0.057 -0.001
H -0.060 0.058 0.025
H 0.060 0.014 0.035
H -0.003 0.002 0.007
H 0.000 -0.002 -0.005
H -0.010 -0.003 -0.011
H 0.010 0.004 -0.023
H -0.119 0.015 -0.137
H -0.017 0.094 -0.012
H -0.005 -0.001 -0.001
H 0.024 -0.032 -0.012
H -0.004 -0.005 0.022
H -0.074 -0.020 -0.016
H 0.021 0.018 0.095
H 0.006 0.023 0.003
H -0.006 -0.032 -0.036
H -0.003 -0.034 0.003
H -0.024 -0.024 -0.025
H 0.027 0.000 -0.017
H -0.010 -0.020 0.024
H -0.021 -0.032 -0.026
H -0.008 -0.002 0.012
H -0.011 -0.037 0.000
H -0.006 0.028 0.011
H -0.011 -0.004 -0.005
H 0.045 -0.003 -0.006
H -0.001 0.029 0.008
H 0.004 -0.001 0.025
H -0.028 0.018 -0.004
H 0.016 0.050 0.040
H -0.026 0.002 -0.003

Listed below, in e, are the Mulliken charges computed for each atom: 0.00 -0.12 0.29 0.31 0.34 -0.53 0.58 -0.50 -0.48 0.17 -0.15 -0.71 0.02 0.90 -1.91 -1.79 -1.72 -1.23 -1.61 1.29 -0.41 -0.30 -0.40 -1.51 -1.26 -1.24 0.79 0.71 -1.09 0.45 -0.54 1.43 0.65 -0.66 -1.12 0.51 0.35 0.40 0.38 0.43 0.35 0.25 0.32 0.45 0.20 -0.11 0.38 0.32 0.37 0.47 0.47 -0.26 -0.17 0.36 0.30 0.64 0.63 0.37 0.36 0.15 0.08 0.42 0.16 0.23 0.25 0.34 0.06 0.44 0.37 0.38 0.48 0.38 0.31 0.20 0.30

2.
C24H40N4O6PS4SbTl as an isolated structure. Source: OMol25; level of theory: ωB97M-V/def2-TZVPD.

Output
- Maximum force: 0.8 eV/A
- Relative energy (zero: lowest compared OMol25 entry of this formula, charge and spin): 13.7 kcal/mol
- E_LUMO (spin up / spin down): -5.1 / -6.4 eV
- Calculated total energy: -3955.458213 a.u.
- Spin multiplicity: 2
- Charge: +2
- HOMO (spin up / spin down): -0.4794 / -0.4795 Ha

Atoms and positions in Å:
Tl1 1.276 0.036 0.757
Sb1 2.722 -1.477 3.530
S1 2.761 -2.094 1.193
S2 1.888 0.743 3.030
S3 -0.660 -2.709 1.214
S4 0.720 -2.635 4.106
P1 4.221 1.162 -0.655
O1 1.245 2.767 0.472
O2 -0.495 -1.493 0.302
O3 0.218 0.634 -1.191
O4 4.676 1.813 0.595
O5 2.859 0.539 -0.803
O6 -0.915 1.277 1.177
N1 2.705 2.805 -1.940
N2 -1.714 0.604 -2.308
N3 5.671 -0.697 0.412
N4 0.865 4.348 2.044
C1 -3.771 -0.244 3.286
C2 -0.486 -4.117 -1.155
C3 4.134 2.371 -2.029
C4 -1.020 0.794 -1.200
C5 -2.947 -1.271 2.851
C6 -0.273 -3.266 -3.396
C7 -1.774 1.209 0.060
C8 -1.306 -4.094 -3.816
C9 0.061 4.875 3.138
C10 -0.743 2.532 1.804
C11 -1.928 -4.937 -2.906
C12 -3.258 -1.967 1.689
C13 -3.164 0.744 -2.390
C14 2.181 4.946 1.890
C15 -4.913 0.093 2.569
C16 -1.073 0.049 -3.487
C17 0.133 -3.274 -2.072
C18 5.459 -0.154 -0.962
C19 -2.412 -3.109 1.205
C20 -5.232 -0.607 1.415
C21 -0.041 -4.120 0.271
C22 -4.405 -1.631 0.976
C23 -1.516 -4.949 -1.582
C24 0.544 3.244 1.373
H1 0.325 5.921 3.277
H2 2.112 1.953 -1.868
H3 1.041 -4.043 0.380
H4 -1.099 0.776 -4.301
H5 -2.064 -1.527 3.426
H6 2.507 3.324 -1.072
H7 6.406 0.238 -1.329
H8 -0.045 -0.215 -3.250
H9 2.704 4.919 2.845
H10 4.263 1.919 -3.012
H11 -2.272 2.170 -0.101
H12 6.473 -1.331 0.465
H13 -3.533 0.277 4.203
H14 -5.564 0.878 2.925
H15 -2.541 0.458 0.269
H16 4.791 -1.210 0.735
H17 -1.611 -0.848 -3.793
H18 -1.611 3.172 1.618
H19 -3.653 -0.204 -2.161
H20 -3.535 1.509 -1.717
H21 0.229 -2.628 -4.110
H22 -4.663 -2.190 0.086
H23 5.100 -0.961 -1.596
H24 4.787 3.233 -1.907
H25 2.758 4.372 1.170
H26 0.947 -2.638 -1.745
H27 -2.718 -5.597 -3.230
H28 -6.134 -0.372 0.868
H29 -0.383 -4.995 0.825
H30 -0.691 2.337 2.878
H31 2.426 3.375 -2.742
H32 2.087 5.982 1.564
H33 -1.610 -4.100 -4.852
H34 -2.686 -3.402 0.191
H35 0.260 4.338 4.067
H36 5.800 0.108 1.049
H37 -2.493 -3.980 1.859
H38 -1.000 4.834 2.911
H39 -3.420 1.038 -3.407
H40 -1.984 -5.630 -0.882

Cartesian forces, eV/Å:
Tl -0.012 -0.188 0.226
Sb -0.005 -0.040 0.093
S 0.274 0.075 -0.084
S -0.095 0.023 -0.002
S 0.109 0.140 0.076
S -0.004 -0.024 0.048
P 0.564 0.267 0.315
O 0.085 -0.052 -0.394
O -0.154 0.040 0.102
O 0.293 0.063 0.111
O -0.057 -0.021 0.001
O -0.292 -0.435 -0.159
O 0.064 0.133 -0.209
N -0.329 0.489 -0.474
N -0.192 0.028 0.100
N -0.062 -0.357 0.380
N -0.030 -0.163 -0.027
C -0.034 0.021 -0.015
C -0.006 -0.029 -0.005
C -0.094 0.025 -0.207
C -0.141 0.013 0.074
C 0.045 0.051 0.022
C -0.016 -0.080 -0.012
C -0.093 -0.044 0.016
C 0.027 0.006 0.042
C -0.042 0.051 0.050
C -0.117 0.060 0.144
C 0.033 0.025 -0.001
C -0.067 0.053 -0.051
C -0.030 -0.026 -0.016
C 0.165 0.028 -0.134
C 0.038 -0.021 0.021
C 0.124 -0.007 -0.189
C 0.037 -0.003 -0.020
C 0.026 -0.116 -0.094
C -0.031 0.016 -0.137
C 0.047 -0.004 0.020
C 0.087 -0.129 0.025
C 0.066 0.054 -0.004
C -0.007 0.015 -0.014
C -0.122 0.121 0.278
H -0.019 -0.015 0.024
H 0.062 0.147 0.067
H -0.064 -0.032 -0.033
H 0.015 -0.023 0.001
H 0.001 -0.014 0.013
H -0.125 -0.149 0.065
H -0.002 0.008 -0.041
H -0.116 0.021 -0.056
H -0.003 0.018 0.016
H 0.146 -0.003 0.039
H 0.052 -0.038 -0.051
H -0.176 0.099 0.015
H 0.015 0.045 0.034
H -0.023 0.034 0.011
H -0.013 -0.009 0.019
H 0.318 0.150 -0.100
H -0.003 0.011 -0.011
H 0.049 -0.016 0.021
H -0.013 -0.008 -0.012
H -0.011 0.050 0.052
H 0.038 0.001 -0.050
H -0.014 -0.023 -0.055
H -0.003 0.070 -0.071
H 0.009 -0.072 0.017
H -0.007 0.058 0.086
H 0.020 0.016 0.004
H -0.049 -0.041 -0.024
H -0.047 0.023 -0.035
H 0.013 -0.083 0.006
H -0.010 0.028 -0.068
H 0.042 -0.071 0.182
H 0.024 -0.012 -0.008
H -0.025 0.003 -0.076
H 0.015 0.008 0.007
H 0.001 -0.001 0.047
H -0.059 -0.103 -0.061
H 0.010 -0.074 0.051
H -0.056 -0.016 0.004
H -0.018 -0.011 0.037
H -0.024 -0.031 0.038

Listed below, in e, are the Mulliken charges computed for each atom: 1.97 0.39 -0.94 -0.34 0.48 -0.20 1.14 -0.41 -0.56 -0.59 -0.99 -0.59 -0.13 -0.02 0.15 -0.08 0.17 -0.86 0.10 -0.75 0.60 0.06 -0.90 -0.83 -0.51 -0.97 -1.07 -0.74 0.28 -0.97 -0.91 -0.50 -1.16 0.25 -0.72 -0.98 -0.74 -1.11 -0.42 -0.25 0.46 0.37 0.03 0.32 0.40 0.34 0.19 0.46 0.23 0.38 0.40 0.94 0.41 0.50 0.44 -0.11 -0.07 0.46 0.57 0.30 0.38 0.61 0.47 0.35 0.41 0.14 0.26 0.44 0.45 0.64 0.43 0.45 0.35 0.46 0.29 0.34 0.40 0.58 0.33 0.38 0.47

3.
C24H41AuNP2 as an isolated structure at a distorted geometry. Source: OMol25; level of theory: ωB97M-V/def2-TZVPD.

Output
- Maximum force: 3.9 eV/A
- Relative energy (zero: lowest compared OMol25 entry of this formula, charge and spin): 18.4 kcal/mol
- E_LUMO (spin up / spin down): -3.1 / -5.5 eV
- Calculated total energy: -1811.820760 a.u.
- Spin multiplicity: 3
- Charge: +1
- HOMO (spin up / spin down): -0.3998 / -0.4000 Ha

Atoms and positions in Å:
Au1 -1.442 -1.804 -2.043
P1 1.008 -3.764 -3.427
P2 -1.656 -2.672 -4.150
N1 -2.440 -4.854 -1.393
C1 -2.152 -3.723 -1.572
C2 3.081 -1.777 -1.851
C3 -0.985 0.177 1.367
C4 0.148 0.673 0.629
C5 4.373 0.095 -0.970
C6 2.188 -0.829 -2.682
C7 -2.466 1.133 -1.820
C8 1.391 1.250 1.171
C9 3.987 -0.329 -4.399
C10 1.743 -5.443 -3.072
C11 -0.649 -4.248 -4.077
C12 -1.067 0.320 2.854
C13 2.721 -0.265 -3.959
C14 1.868 -3.459 -5.037
C15 -3.479 0.250 0.939
C16 -3.198 -3.538 -4.688
C17 5.147 -0.353 -3.477
C18 -1.584 0.313 -0.913
C19 0.475 1.785 -1.637
C20 4.935 0.594 -2.259
C21 -1.114 -1.786 -5.642
C22 -2.069 0.106 0.484
C23 3.685 -1.023 -0.713
C24 -0.211 0.857 -0.709
H1 4.598 0.723 -0.112
H2 0.325 2.858 -1.365
H3 1.948 0.102 -4.634
H4 -3.872 -2.821 -5.175
H5 1.430 2.347 1.023
H6 2.433 -2.607 -1.495
H7 -2.516 2.171 -1.441
H8 1.829 -4.355 -5.681
H9 -2.000 -1.339 -6.104
H10 -3.695 -3.962 -3.803
H11 2.603 -5.263 -2.407
H12 -1.099 -4.882 -3.302
H13 -4.221 0.068 0.151
H14 -2.031 1.178 -2.828
H15 1.455 1.061 2.246
H16 -3.669 1.272 1.327
H17 5.396 -1.362 -3.142
H18 2.925 -3.252 -4.798
H19 3.496 -1.358 0.316
H20 1.866 -0.048 -1.996
H21 2.288 0.825 0.694
H22 -0.230 -0.159 3.383
H23 -0.636 -4.834 -5.011
H24 1.571 1.655 -1.607
H25 5.921 0.980 -1.951
H26 0.097 1.608 -2.660
H27 1.435 -2.600 -5.577
H28 1.218 -1.307 -2.905
H29 -2.994 -4.367 -5.392
H30 3.831 -2.246 -2.491
H31 4.352 1.478 -2.575
H32 -3.673 -0.421 1.791
H33 2.101 -5.943 -3.985
H34 1.007 -6.077 -2.554
H35 -3.500 0.751 -1.845
H36 4.198 -0.422 -5.473
H37 -0.426 -0.975 -5.386
H38 -1.983 -0.128 3.256
H39 -0.657 -2.451 -6.382
H40 6.034 -0.048 -4.055
H41 -1.055 1.396 3.142

Cartesian forces, eV/Å:
Au -0.813 0.869 1.368
P 0.094 -1.403 -0.599
P 0.024 -3.436 -1.901
N 0.604 3.006 -0.376
C -0.436 -2.364 0.812
C -0.904 -0.810 -0.300
C 1.877 1.658 -0.253
C -1.087 -0.349 0.978
C -0.250 -0.744 1.101
C -0.364 0.622 0.925
C -0.363 0.464 -0.207
C 0.643 0.003 0.685
C -0.947 -0.376 -0.313
C 0.094 0.396 0.211
C 0.380 0.459 0.256
C -0.097 -0.281 0.526
C 0.135 -0.380 -0.865
C 0.263 0.148 0.027
C -0.325 -0.421 0.070
C -0.749 0.677 0.244
C 0.571 -0.095 0.554
C 0.773 -0.502 0.155
C 0.276 0.150 -0.534
C 0.623 0.491 -0.272
C -0.117 0.661 -0.053
C 0.277 0.435 -0.960
C 0.489 0.405 -0.188
C -1.772 -0.443 -0.107
H 0.355 -0.021 -0.018
H -0.291 -0.725 -0.063
H 0.034 -0.514 -0.303
H 0.016 -0.240 0.170
H -0.096 -0.440 0.000
H 0.433 0.509 -0.022
H -0.090 -0.247 -0.193
H -0.073 0.323 0.253
H 0.101 0.036 0.115
H 0.173 0.168 -0.298
H -0.267 -0.296 -0.190
H -0.084 0.320 -0.287
H 0.290 -0.061 0.230
H -0.481 -0.008 0.188
H 0.146 0.090 -0.123
H 0.294 -0.319 -0.225
H 0.100 0.032 0.106
H -0.368 0.082 -0.285
H -0.048 0.346 -0.436
H 0.214 -0.062 -0.059
H -0.291 0.127 0.084
H -0.174 0.129 -0.266
H -0.055 0.539 0.067
H -0.483 0.116 -0.046
H -0.198 0.001 -0.307
H 0.420 0.334 0.386
H 0.405 -0.303 0.289
H 0.486 -0.084 -0.260
H 0.268 0.590 0.349
H -0.102 -0.071 0.080
H 0.295 -0.225 -0.071
H -0.037 0.152 -0.328
H -0.220 0.131 0.275
H 0.300 0.214 -0.098
H 0.475 0.100 -0.277
H -0.159 0.917 0.334
H 0.013 -0.183 -0.115
H 0.180 0.150 -0.071
H -0.074 -0.025 0.316
H -0.266 0.187 0.345
H -0.042 -0.610 -0.235

Listed below, in e, are the Mulliken charges computed for each atom: 0.72 1.04 0.76 -0.54 -0.22 -0.75 1.06 0.89 -0.60 3.39 -1.84 -1.35 -0.50 -1.29 -1.57 -1.85 -0.79 -1.42 -1.99 -1.25 -1.05 0.21 -1.35 -0.61 -1.11 0.25 -0.50 1.22 0.44 0.35 0.39 0.42 0.32 0.31 0.38 0.49 0.48 0.41 0.34 0.40 0.37 0.37 0.38 0.33 0.33 0.37 0.43 -1.42 0.03 0.44 0.63 0.52 0.51 0.29 0.27 -1.45 0.40 0.49 0.26 0.47 0.36 0.41 0.42 0.37 0.10 0.37 0.45 0.47 0.36